Molecular formula: C35H58CdN3OP2
Method: DFT, ωB97M-V with the def2-TZVPD basis set

Values from the calculation:
HOMO level in eV: -9.23
Lowest unoccupied orbital energy in Ha: -0.090
Strongest force on any atom in eV/A: 11.5
Charge: +1
Energy relative to the best compared isomer or geometry (same formula, charge and spin) in kJ/mol: 148.57

Each line ends with the Löwdin charge.
Positions of all 100 atoms, in Å:
C: 2.406 -1.204 -1.596  -0.345
C: 1.391 0.664 -2.659  -0.300
C: 3.324 -1.328 -2.645  -0.019
C: 2.282 0.560 -3.742  -0.009
C: 3.266 -0.429 -3.724  -0.026
H: 4.063 -2.133 -2.623  0.121
H: 2.195 1.259 -4.579  0.121
H: 3.978 -0.516 -4.552  0.120
N: 1.486 -0.195 -1.598  -0.022
P: 0.546 -2.348 0.145  1.055
P: -0.030 2.266 -0.860  1.100
C: 2.332 -2.189 -0.455  -0.253
H: 2.810 -3.144 -0.735  0.097
H: 2.868 -1.784 0.424  0.056
C: -1.424 -0.002 1.302  -0.177
O: -2.320 0.028 2.063  0.121
C: 0.213 1.589 -2.630  -0.301
H: 0.290 2.353 -3.416  0.093
C: -1.661 3.295 -0.911  -0.637
C: 1.452 3.449 -0.571  -0.647
C: -0.297 -3.538 -1.095  -0.652
C: 0.711 -3.227 1.838  -0.668
C: -2.792 2.462 -0.266  -0.116
H: -2.754 2.535 0.831  0.071
H: -3.760 2.877 -0.605  0.103
H: -2.747 1.398 -0.532  0.033
C: -1.532 4.577 -0.063  -0.096
H: -1.326 4.343 0.995  0.076
H: -0.761 5.269 -0.435  0.070
H: -2.501 5.108 -0.103  0.099
C: -2.045 3.664 -2.356  -0.076
H: -2.693 4.560 -2.340  0.100
H: -1.170 3.894 -2.985  0.060
H: -2.614 2.854 -2.836  0.060
C: 1.366 4.052 0.850  -0.102
H: 0.713 3.450 1.499  0.045
H: 2.380 4.043 1.292  0.084
H: 1.011 5.091 0.855  0.074
C: 2.760 2.627 -0.635  -0.105
H: 2.647 1.635 -0.172  0.022
H: 3.121 2.499 -1.667  0.080
H: 3.536 3.178 -0.074  0.094
C: 1.540 4.562 -1.634  -0.074
H: 0.795 4.445 -2.437  0.059
H: 1.351 5.537 -1.147  0.079
H: 2.544 4.609 -2.093  0.088
C: -0.704 -3.414 2.426  -0.086
H: -0.622 -3.964 3.382  0.102
H: -1.178 -2.440 2.636  0.060
H: -1.367 -3.993 1.764  0.076
C: 1.497 -2.316 2.801  -0.106
H: 2.449 -1.966 2.371  0.058
H: 0.908 -1.435 3.095  0.064
H: 1.733 -2.900 3.711  0.098
C: 1.461 -4.572 1.746  -0.090
H: 2.244 -4.543 0.969  0.070
H: 1.966 -4.762 2.712  0.089
H: 0.800 -5.426 1.542  0.071
C: 0.207 -3.136 -2.495  -0.110
H: 1.246 -3.459 -2.671  0.086
H: -0.429 -3.626 -3.254  0.102
H: 0.132 -2.049 -2.642  0.042
C: -1.814 -3.246 -1.023  -0.102
H: -2.133 -2.697 -1.926  0.059
H: -2.360 -4.208 -0.980  0.091
H: -2.086 -2.664 -0.128  0.048
C: -0.014 -5.039 -0.907  -0.093
H: 1.068 -5.253 -0.848  0.078
H: -0.507 -5.462 -0.017  0.072
H: -0.408 -5.580 -1.788  0.099
Cd: 0.000 0.000 0.000  1.040
N: -1.280 -0.148 -1.767  -0.022
C: -1.018 0.593 -2.767  -0.425
C: -1.764 0.474 -4.132  -0.530
C: -1.316 1.511 -5.180  -0.062
C: -1.491 -0.937 -4.700  -0.058
C: -3.282 0.606 -3.876  -0.048
H: -1.476 2.549 -4.842  0.070
H: -0.250 1.391 -5.440  0.077
H: -1.899 1.373 -6.109  0.094
H: -1.890 -1.700 -4.014  0.062
H: -1.979 -1.052 -5.686  0.096
H: -0.408 -1.113 -4.826  0.082
H: -3.732 1.311 -4.600  0.088
H: -3.762 -0.380 -3.989  0.085
H: -3.494 0.980 -2.860  0.060
C: 3.606 1.846 5.235  -0.035
C: 2.825 1.422 4.026  -0.259
C: 3.472 0.837 2.944  -0.001
C: 2.737 0.440 1.824  -0.156
N: 1.370 0.591 1.747  -0.048
C: 0.752 1.206 2.815  -0.154
C: 1.451 1.616 3.952  -0.004
H: 4.110 0.962 5.680  0.101
H: 4.372 2.594 4.943  0.101
H: 2.947 2.298 6.007  0.091
H: 4.546 0.693 2.961  0.128
H: 3.313 0.037 1.023  0.090
H: -0.299 1.416 2.828  0.081
H: 0.915 2.087 4.767  0.122